[1]
{"formula": "C37H39F6N5O3PW", "method": "the ωB97M-V functional and the def2-TZVPD basis", "symbols": ["W", "C", "C", "C", "C", "C", "C", "C", "C", "C", "H", "H", "H", "H", "H", "H", "H", "H", "H", "H", "H", "H", "N", "C", "C", "O", "O", "H", "H", "H", "H", "C", "C", "O", "C", "F", "F", "F", "C", "F", "F", "F", "H", "H", "H", "N", "P", "C", "C", "C", "C", "C", "C", "C", "C", "C", "C", "C", "C", "C", "C", "C", "C", "C", "C", "H", "H", "H", "H", "H", "H", "H", "H", "H", "H", "H", "H", "H", "H", "H", "N", "C", "C", "N", "C", "C", "N", "H", "H", "H", "H", "H"], "xyz": [[0.538, 0.693, -0.908], [-1.856, 3.061, 1.520], [-0.372, 2.885, 1.357], [0.456, 2.843, 2.439], [1.873, 2.746, 2.325], [2.716, 2.719, 3.569], [2.415, 2.709, 1.079], [1.593, 2.770, -0.086], [2.200, 3.380, -1.331], [0.195, 2.861, 0.038], [-2.077, 4.023, 1.985], [-2.281, 2.288, 2.165], [-2.369, 3.021, 0.561], [0.023, 2.928, 3.433], [2.650, 3.670, 4.101], [3.763, 2.533, 3.335], [2.376, 1.942, 4.259], [3.492, 2.678, 0.947], [2.225, 4.460, -1.173], [1.596, 3.197, -2.217], [3.216, 3.039, -1.493], [-0.393, 3.284, -0.769], [-0.125, -1.081, -2.175], [-0.979, -0.603, -3.290], [-1.217, 0.906, -3.275], [-1.933, 1.405, -4.103], [-0.626, 1.586, -2.307], [0.648, -1.624, -2.544], [-0.657, -1.703, -1.576], [-1.953, -1.093, -3.269], [-0.523, -0.843, -4.247], [2.922, 1.886, -4.154], [2.920, 0.616, -3.297], [1.949, 0.618, -2.321], [2.656, -0.566, -4.267], [2.384, -1.723, -3.612], [1.585, -0.310, -5.029], [3.690, -0.803, -5.072], [4.337, 0.424, -2.675], [4.614, -0.867, -2.392], [4.444, 1.103, -1.528], [5.298, 0.851, -3.494], [1.892, 2.146, -4.389], [3.471, 1.726, -5.080], [3.388, 2.709, -3.624], [-0.679, 0.067, 0.311], [-1.946, -0.710, 0.900], [-2.014, -2.331, 0.118], [-3.035, -2.703, -0.750], [-2.970, -3.929, -1.404], [-1.892, -4.774, -1.189], [-0.872, -4.407, -0.316], [-0.930, -3.189, 0.337], [-1.814, -1.030, 2.658], [-2.474, -2.125, 3.216], [-2.397, -2.351, 4.581], [-1.663, -1.490, 5.387], [-1.002, -0.404, 4.832], [-1.076, -0.173, 3.466], [-3.484, 0.143, 0.568], [-4.536, 0.131, 1.480], [-5.719, 0.787, 1.169], [-5.851, 1.449, -0.044], [-4.801, 1.464, -0.954], [-3.618, 0.815, -0.647], [-3.876, -2.042, -0.918], [-3.764, -4.221, -2.078], [-1.846, -5.727, -1.700], [-0.035, -5.072, -0.146], [-0.135, -2.895, 1.016], [-3.037, -2.806, 2.587], [-2.906, -3.201, 5.015], [-1.603, -1.672, 6.452], [-0.428, 0.263, 5.462], [-0.561, 0.668, 3.020], [-4.435, -0.374, 2.432], [-6.535, 0.786, 1.879], [-6.775, 1.962, -0.278], [-4.894, 1.988, -1.896], [-2.788, 0.862, -1.338], [4.075, -3.467, -0.174], [3.405, -2.452, 0.445], [2.652, -1.534, -0.306], [1.986, -0.548, 0.272], [2.029, -0.476, 1.615], [2.742, -1.408, 2.338], [3.434, -2.393, 1.771], [4.337, -3.349, -1.138], [4.726, -3.975, 0.403], [2.594, -1.612, -1.378], [1.484, 0.324, 2.085], [2.760, -1.357, 3.420]], "lumo_ev": [-2.92, -2.92], "fmax_ev_per_a": 1.252, "total_charge": 1, "homo_lumo_gap_ev": [6.84, 6.84]}

[2]
{"formula": "C37H39O4PtSi2", "method": "the ωB97M-V functional and the def2-TZVPD basis", "symbols": ["Pt", "C", "O", "C", "C", "C", "C", "C", "C", "O", "C", "O", "C", "H", "H", "H", "H", "H", "H", "H", "H", "H", "C", "C", "C", "C", "Si", "O", "C", "C", "C", "C", "C", "C", "C", "C", "C", "C", "C", "C", "H", "H", "H", "H", "H", "H", "H", "H", "H", "H", "H", "H", "H", "H", "H", "H", "H", "H", "H", "C", "C", "C", "C", "C", "C", "Si", "C", "C", "C", "C", "C", "C", "H", "H", "H", "H", "H", "H", "H", "H", "H", "H", "H"], "xyz": [[-0.315, -0.663, -0.977], [-6.035, 3.562, -1.374], [-5.787, 3.078, -2.679], [-4.755, 2.202, -2.827], [-4.580, 1.713, -4.143], [-3.573, 0.830, -4.371], [-2.678, 0.386, -3.360], [-1.604, -0.475, -3.719], [-1.523, -1.119, -5.086], [-0.623, -0.751, -2.998], [-2.851, 0.881, -2.028], [-2.151, 0.578, -1.025], [-3.932, 1.806, -1.814], [-6.915, 4.198, -1.448], [-5.192, 4.148, -1.001], [-6.233, 2.743, -0.678], [-5.242, 2.055, -4.927], [-3.435, 0.472, -5.382], [-2.498, -1.324, -5.520], [-0.963, -2.046, -4.978], [-0.959, -0.476, -5.766], [-4.040, 2.164, -0.800], [0.036, 2.489, 1.600], [-0.726, 1.637, 2.623], [-0.529, 2.239, 4.016], [-2.216, 1.655, 2.260], [-0.105, -0.158, 2.481], [-0.259, -0.691, 0.993], [1.663, -0.231, 3.156], [2.716, 0.319, 2.413], [4.025, 0.298, 2.877], [4.317, -0.276, 4.106], [3.293, -0.834, 4.859], [1.987, -0.813, 4.384], [-1.183, -1.273, 3.575], [-1.858, -2.327, 2.952], [-2.693, -3.178, 3.666], [-2.877, -2.994, 5.028], [-2.220, -1.953, 5.671], [-1.387, -1.108, 4.950], [-0.359, 3.514, 1.601], [-0.082, 2.086, 0.592], [1.103, 2.548, 1.829], [-0.822, 3.297, 4.013], [0.514, 2.184, 4.341], [-1.146, 1.736, 4.763], [-2.597, 2.686, 2.299], [-2.806, 1.055, 2.960], [-2.382, 1.272, 1.252], [2.518, 0.763, 1.443], [4.814, 0.723, 2.267], [5.337, -0.297, 4.472], [3.513, -1.296, 5.815], [1.211, -1.278, 4.980], [-1.718, -2.467, 1.886], [-3.204, -3.986, 3.155], [-3.528, -3.656, 5.587], [-2.358, -1.800, 6.735], [-0.887, -0.304, 5.478], [2.663, -3.380, -5.398], [2.640, -4.178, -4.264], [2.388, -3.609, -3.019], [2.147, -2.243, -2.875], [2.181, -1.458, -4.034], [2.436, -2.013, -5.278], [1.774, -1.468, -1.186], [3.044, -0.069, -1.068], [4.403, -0.357, -0.911], [5.354, 0.651, -0.846], [4.962, 1.981, -0.939], [3.620, 2.291, -1.104], [2.674, 1.273, -1.171], [2.861, -3.817, -6.369], [2.822, -5.243, -4.347], [2.374, -4.245, -2.140], [2.004, -0.390, -3.956], [2.458, -1.381, -6.159], [2.222, -2.520, -0.226], [4.723, -1.391, -0.829], [6.401, 0.402, -0.717], [5.701, 2.772, -0.879], [3.306, 3.326, -1.173], [1.624, 1.520, -1.285]], "lumo_ev": 2.57, "fmax_ev_per_a": 0.995, "total_charge": -1, "homo_lumo_gap_ev": 7.52}

[3]
{"formula": "C37H40BrClN4O3RbSb", "method": "the ωB97M-V functional and the def2-TZVPD basis", "symbols": ["Rb", "Cl", "C", "C", "C", "C", "O", "C", "C", "N", "C", "C", "C", "C", "C", "C", "C", "C", "N", "C", "C", "H", "H", "H", "H", "H", "H", "H", "H", "H", "H", "Br", "C", "C", "C", "C", "C", "N", "C", "O", "O", "H", "H", "H", "C", "C", "Sb", "C", "C", "C", "C", "H", "H", "H", "H", "H", "H", "H", "H", "H", "H", "H", "H", "H", "H", "H", "C", "N", "C", "C", "C", "C", "C", "C", "C", "C", "H", "H", "H", "H", "H", "H", "H", "H", "H", "H", "H", "H"], "xyz": [[0.302, -1.950, 0.127], [5.059, -3.444, -5.253], [4.232, -2.635, -3.927], [4.677, -2.833, -2.610], [4.046, -2.203, -1.575], [2.937, -1.306, -1.769], [2.398, -0.727, -0.784], [2.486, -1.168, -3.129], [1.293, -0.436, -3.487], [0.563, 0.245, -2.689], [-0.524, 0.948, -3.185], [-0.527, 1.632, -4.381], [-1.659, 2.359, -4.808], [-2.785, 2.422, -4.039], [-2.812, 1.763, -2.783], [-3.932, 1.805, -1.919], [-3.882, 1.171, -0.716], [-2.699, 0.478, -0.363], [-1.653, 0.412, -1.140], [-1.686, 1.037, -2.343], [3.148, -1.841, -4.171], [5.510, -3.499, -2.424], [4.363, -2.367, -0.552], [1.002, -0.532, -4.546], [0.368, 1.627, -4.989], [-1.624, 2.878, -5.759], [-3.656, 2.979, -4.365], [-4.818, 2.349, -2.231], [-4.719, 1.189, -0.030], [-2.617, -0.036, 0.593], [2.781, -1.729, -5.186], [-3.378, -2.023, -3.290], [-2.942, -3.677, -2.421], [-3.780, -4.761, -2.618], [-3.444, -5.928, -1.945], [-2.323, -5.948, -1.136], [-1.534, -4.804, -1.044], [-1.858, -3.674, -1.687], [-0.258, -4.833, -0.187], [-0.411, -5.336, 0.938], [0.760, -4.352, -0.726], [-4.648, -4.684, -3.255], [-4.065, -6.810, -2.052], [-2.041, -6.818, -0.561], [2.751, 4.185, 2.238], [1.507, 3.517, 1.656], [1.673, 1.614, 0.540], [2.538, 2.463, -1.264], [3.252, 3.808, -1.199], [3.476, 0.974, 1.562], [4.809, 1.449, 0.999], [2.499, 5.073, 2.830], [3.448, 4.501, 1.461], [3.292, 3.505, 2.899], [0.968, 4.214, 1.004], [0.813, 3.272, 2.465], [1.691, 2.517, -1.951], [3.189, 1.681, -1.661], [2.621, 4.579, -0.751], [3.528, 4.157, -2.201], [4.169, 3.754, -0.611], [3.423, -0.114, 1.522], [3.359, 1.267, 2.609], [4.897, 1.201, -0.061], [5.653, 0.975, 1.513], [4.930, 2.530, 1.099], [-3.608, 1.343, 3.431], [-2.378, 1.814, 4.032], [-2.166, 3.204, 3.703], [-1.232, 0.997, 3.599], [-1.326, -0.458, 4.012], [-1.614, -0.714, 5.357], [-1.743, -2.019, 5.810], [-1.568, -3.058, 4.901], [-1.269, -2.775, 3.570], [-1.129, -1.468, 3.046], [-4.462, 1.872, 3.863], [-3.719, 0.274, 3.614], [-3.620, 1.507, 2.338], [-3.011, 3.806, 4.052], [-2.057, 3.371, 2.615], [-1.258, 3.570, 4.188], [-0.341, 1.466, 4.038], [-1.112, 1.029, 2.504], [-1.761, 0.116, 6.046], [-1.974, -2.222, 6.852], [-1.663, -4.088, 5.235], [-1.127, -3.631, 2.911]], "lumo_ev": 3.88, "fmax_ev_per_a": 1.202, "total_charge": -2, "homo_lumo_gap_ev": 5.02}

Energy relative to the best compared isomer or geometry (same formula, charge and spin) values (in kJ/mol) by entry order: 24.1; 11.7; 46.8.